Entry 1:
Below is C32H50CeN3OPS as an isolated structure at a distorted geometry, with properties calculated with wB97M-V/def2-TZVPD.

XYZ file:
```
89
Properties=species:S:1:pos:R:3:forces:R:3:mulliken_spin:R:1
H -4.614352 -1.410601 -1.710182 0.21 0.08 -0.23 -0.013
H 0.141885 2.455611 3.426568 0.24 -0.23 -0.19 0.001
C -2.638278 -2.025073 -2.453326 -0.04 -0.31 0.06 0.045
N 1.698995 0.390134 -0.872573 -0.10 0.22 0.06 0.005
N -2.504575 0.156576 1.142361 -0.19 0.42 0.46 0.101
Ce -0.525317 0.596931 -0.441984 0.20 -0.27 0.50 -0.024
C 0.376810 1.724517 2.634037 0.02 0.18 -0.36 0.003
H -1.757596 1.079307 -1.792410 -0.01 0.23 -0.14 0.025
H -2.092253 -1.523241 -4.464112 0.24 0.06 0.10 0.002
C -2.758649 1.185415 1.982538 0.40 -0.18 -0.10 0.013
H -4.906020 -1.974173 2.299215 0.10 0.46 0.03 0.003
H -1.560216 2.784495 -3.868101 0.59 1.03 0.14 0.000
C -4.341739 -1.039892 2.226717 0.37 -0.26 -0.30 0.195
H 0.043530 4.133346 1.593064 0.19 -0.07 -0.34 0.000
C -3.312552 -0.968803 1.250084 -0.06 0.05 -0.02 0.066
H -0.739809 -2.227700 -3.542844 -0.21 0.06 -0.09 0.000
C 3.925187 4.100239 2.467800 0.13 -0.09 -0.11 0.000
C -4.557463 0.026796 3.072499 -0.05 0.29 0.01 -0.016
H -2.405171 -4.777329 0.623939 0.21 -0.01 -0.13 -0.005
H -4.289574 -1.023724 -3.414570 0.18 -0.02 0.35 0.000
H -0.278452 -4.184303 -2.464176 0.09 0.04 0.29 0.000
N -0.462923 2.109540 1.437494 -0.46 0.02 1.01 -0.007
H -2.263095 -5.151905 -1.106350 0.22 0.13 0.26 0.001
C -0.792105 -3.655507 -0.382188 -0.08 -0.07 -0.15 0.024
C 6.134761 -1.915379 0.095689 -0.18 0.03 0.07 0.000
C -3.087406 -2.060768 0.384166 -0.72 0.08 1.25 0.402
H 0.491164 -4.366693 1.215481 -0.21 0.33 -0.13 -0.001
H 1.432959 1.872141 2.365892 -0.39 -0.18 -0.03 0.001
C 4.026564 2.751651 2.801892 0.12 -0.23 -0.30 0.000
C 3.537827 3.497111 0.153216 -0.34 -0.45 -0.24 0.000
C 0.210215 -3.910664 -1.520147 0.03 -0.06 -0.03 0.000
H -0.848968 0.301051 3.680630 0.13 -0.26 -0.25 0.000
C -3.209526 -3.396217 -2.852593 0.00 -0.21 -0.22 0.003
O -1.038729 3.603009 -3.696364 -0.89 -1.44 -0.04 0.000
H -1.792430 4.079055 -5.646634 0.18 -0.06 0.47 0.000
H -1.216417 -0.544238 -3.273471 -0.17 0.00 -0.01 0.002
C -3.775297 1.172818 2.935436 0.18 -0.07 -0.17 0.135
C 4.157166 -0.543546 -0.153353 0.46 -0.54 0.11 0.000
H -5.318128 -0.012262 3.839185 -0.07 -0.06 0.00 0.004
H -3.570776 -0.033723 -2.129810 0.00 -0.16 -0.05 -0.003
H 3.602789 -3.016224 2.101903 0.17 0.07 -0.13 0.000
H 0.857088 -3.044659 -1.714576 -0.03 -0.07 0.08 0.001
C 3.688966 4.471922 1.141782 0.08 -0.19 -0.16 0.000
H 0.723200 -2.643776 0.878090 -0.14 -0.11 -0.10 -0.002
H 4.104299 4.862576 3.227952 -0.18 -0.20 -0.23 0.000
H -3.719777 -3.276059 -3.823754 0.16 -0.04 0.32 0.001
C -0.588136 3.726745 -0.438289 -0.06 0.45 -0.17 0.000
H -3.728022 -2.937339 0.524955 0.21 0.29 -0.18 -0.043
C -3.839373 -1.061219 -2.408355 -0.02 0.15 0.16 0.021
S 3.333272 0.895037 -0.843876 0.29 -0.29 0.68 0.000
C 3.560506 2.126672 0.501790 -0.07 0.54 -0.11 0.000
H 0.010974 4.491449 -0.946317 -0.22 -0.24 -0.09 0.000
H 7.166218 -2.141163 -0.169076 -0.25 0.07 0.03 0.000
H -2.316231 3.178987 1.280553 0.15 -0.40 0.18 0.007
C 4.139837 -2.413989 1.372430 -0.18 0.26 -0.22 0.000
C -0.038740 -3.436976 0.945478 0.05 0.16 0.13 0.005
H -0.714552 -3.192236 1.780109 0.11 -0.10 -0.24 -0.012
H 0.050102 -0.441900 2.313938 0.03 0.23 0.21 -0.004
P -1.765701 -2.060309 -0.757421 0.56 -0.43 -0.98 0.049
C 5.486086 -0.838818 -0.509046 -0.50 0.48 -0.10 0.000
H 4.263831 2.459367 3.827594 -0.05 0.04 -0.39 0.000
H 3.649889 5.528112 0.879013 0.05 -0.28 -0.04 0.000
H 0.877799 0.015708 3.817002 -0.16 0.01 -0.19 0.000
C -1.602161 -1.553778 -3.482948 0.01 -0.21 -0.03 0.003
C -1.027722 4.368838 -4.909734 0.35 0.56 -0.33 0.000
C -1.853653 2.409896 1.920783 -0.12 0.06 0.10 0.002
H -2.446933 -4.173066 -2.989834 -0.17 0.25 0.05 0.000
C 3.480809 -1.338103 0.768701 0.03 -0.06 0.15 0.000
H 5.977939 -0.207890 -1.247428 0.11 -0.23 0.15 0.000
H -0.766389 2.933954 -1.210173 0.11 0.46 0.20 0.001
H 5.977831 -3.532449 1.521499 -0.09 0.16 -0.13 0.000
H 4.013719 0.718387 2.066591 -0.06 0.26 0.06 0.000
H 0.861066 -4.748162 -1.229539 -0.15 0.21 -0.10 0.001
H 2.449832 -1.079839 1.013931 0.27 -0.26 0.09 0.000
C -1.695103 -4.888547 -0.205615 -0.17 -0.21 -0.06 0.004
H -0.039816 4.282437 -5.378173 -0.23 0.02 0.01 0.000
C 0.090730 0.319613 3.115356 0.02 -0.16 0.52 0.003
H 1.645514 -0.354436 -1.600380 0.49 0.43 0.19 0.000
H -3.966326 -3.758288 -2.140368 0.27 0.12 -0.16 0.000
C 3.877124 1.768342 1.812181 -0.19 -0.35 0.29 0.000
H -1.562778 4.180387 -0.219468 0.22 -0.15 -0.31 0.000
H -1.049355 -5.751377 0.034187 -0.23 0.32 -0.07 0.001
H 1.199200 3.148098 0.676261 -0.39 -0.01 0.05 0.000
C 5.466394 -2.701750 1.041107 -0.15 0.33 -0.16 0.000
H -1.189293 5.415851 -4.632904 0.00 -0.21 -0.13 0.000
H 3.377914 3.775660 -0.889397 0.04 0.07 0.24 0.000
H -1.769281 2.860275 2.932763 -0.16 -0.22 -0.54 -0.001
H -3.899976 2.051919 3.566103 -0.11 -0.31 -0.05 0.001
C 0.127146 3.328117 0.841904 -0.01 0.29 0.04 0.000
```
Positions in Å, forces in eV/Å.

largest force on an atom	1.7	eV/Å
2S+1	2
Kohn-Sham gap (alpha / beta)	5.86 / 6.20	eV
highest occupied orbital energy (alpha / beta)	-0.5967 / -0.6147	hartree
electronic energy	-2702.4698	hartree
LUMO level (alpha / beta)	-10.38 / -10.53	eV
net charge	+3


Entry 2:
Below is a 5-piece molecular cluster, C32H50Cl16N4O2P overall at a distorted geometry, with properties calculated with wB97M-V/def2-TZVPD.

XYZ file:
```
105
Properties=species:S:1:pos:R:3:forces:R:3:mulliken_charge:R:1
C -2.016870 2.255102 -3.094746 -0.39 -0.57 -0.41 -1.217
C -1.634044 0.313893 5.023000 -0.75 -0.39 -0.39 0.090
H -1.844859 -0.231738 7.060795 0.17 0.03 0.05 0.390
H 3.682052 2.135770 2.674363 -0.31 0.77 0.32 0.451
C 1.091065 2.556662 3.482415 -0.41 -1.56 0.46 -1.939
Cl 4.452725 2.157754 -8.464335 0.09 -0.04 0.08 -0.074
H -5.178769 -1.346921 -0.711308 0.24 0.29 -0.09 0.531
H 1.705403 -3.695592 -0.344559 -0.03 -0.09 0.23 0.549
C -4.185399 -1.779420 -0.906474 -0.15 -0.64 -0.02 -1.250
C 2.274499 0.390029 0.745138 0.38 1.26 1.52 -1.212
C -1.498811 0.982844 2.644135 -0.40 -0.66 0.55 -1.023
Cl -4.979911 -4.242345 5.084993 0.02 0.08 0.00 -0.095
Cl -4.754019 -1.372198 5.360023 -0.07 -0.14 0.01 -0.071
H -0.831388 0.458798 -3.550332 -0.10 0.18 -0.41 0.002
C 2.983370 2.350682 1.865048 -0.29 -2.26 -0.88 -1.187
H 2.426378 2.283020 -1.988205 -0.14 -0.21 0.15 0.363
Cl -2.354571 -3.214268 -4.511823 0.06 -0.17 -0.07 -0.057
C -3.209156 1.291435 -2.993650 0.13 0.08 0.70 -1.222
Cl 6.302584 4.127308 -7.451752 -0.05 -0.05 0.02 -0.085
H -1.946348 2.854022 -2.179346 -0.03 -0.08 -0.08 0.365
Cl -2.525834 -4.805715 -2.097710 0.02 0.01 -0.01 -0.085
C 0.456056 3.059376 -7.703801 0.00 0.08 -0.11 0.317
H 1.008130 -2.355750 -2.360724 -0.26 -0.09 -0.02 0.524
Cl -3.277243 -5.945383 -4.637785 0.05 0.06 0.04 -0.089
H 3.412333 -3.404961 3.107930 -0.13 -0.12 -0.20 0.231
H 1.446243 2.837488 0.112200 -0.20 -0.11 0.01 0.315
N 2.054009 -0.398065 -0.254068 0.37 -0.24 -0.32 0.325
Cl 1.091059 1.959899 -6.467623 0.01 -0.05 -0.18 -0.040
H -4.960016 -2.557789 1.410968 0.11 0.06 -0.01 0.381
Cl 0.052630 2.136031 -9.152466 0.02 0.02 0.06 -0.094
H -3.859821 0.686704 -1.007197 0.41 0.24 0.14 0.551
H 1.077425 -0.691674 4.700833 -0.12 -0.27 -0.05 -0.352
H 2.369487 -2.787129 1.000079 -0.21 -0.21 0.37 0.252
H -4.170151 -1.152713 -2.918694 0.19 -0.02 -0.01 0.632
C -4.231637 -1.736184 1.423151 0.08 0.38 0.12 -0.648
C 0.769407 2.751956 0.972137 0.02 -1.17 -0.76 -0.962
C 1.782961 1.631014 -2.593588 -0.03 -0.20 -0.17 -1.117
C -0.943993 1.005019 4.056932 0.20 0.75 -1.32 1.140
Cl 1.676557 4.273792 -8.093981 -0.13 0.01 0.04 -0.073
N 1.490595 0.495411 1.954800 -0.32 -0.76 -1.45 1.691
C 2.397776 0.222026 -2.714107 -0.03 0.77 0.00 -0.478
H 2.797243 0.396455 3.694878 -0.06 0.15 -0.27 0.267
H -0.302462 -1.197663 -2.388462 -0.32 -0.10 0.30 -0.741
C 1.464947 1.931221 2.092025 1.31 3.75 1.42 0.928
C -3.965318 -2.927571 5.683274 -0.11 -0.05 0.07 0.257
H -2.596066 -1.702772 -2.297501 -0.02 0.17 -0.19 -0.877
C 0.209927 1.710192 4.407043 0.20 0.27 -0.30 0.320
H -0.540997 -2.883972 -1.759133 -0.17 0.26 0.37 0.128
C 0.118332 -2.015309 -1.804599 1.88 0.05 -0.66 0.096
H 1.478479 2.204080 6.079164 -0.01 0.04 -0.30 0.370
P 0.635971 -1.522617 -0.118053 -1.75 -0.11 1.28 0.624
H 2.601601 -4.383029 4.138328 0.21 0.15 0.19 0.318
C 1.436219 -3.069359 0.516563 0.41 0.42 -1.53 -1.362
C -3.121308 0.363287 -1.747761 -0.32 -0.28 -0.88 0.583
C 0.302560 1.671161 -2.169231 -0.09 0.35 -0.74 0.445
O -3.396184 -1.737258 0.279378 -0.15 0.03 -0.06 -0.033
H 0.040508 0.913060 -1.421310 0.15 0.16 0.06 -0.885
H 1.823052 2.062445 -3.601301 0.04 0.05 0.16 0.531
H 3.926984 0.094445 -1.214568 -0.27 0.13 0.41 0.467
Cl 6.529588 1.373006 -6.620303 -0.04 0.03 0.01 -0.104
H -2.239255 2.949715 -3.912718 0.19 0.01 0.12 0.400
H 0.511177 -1.551583 3.271641 0.29 -0.10 -0.18 0.468
H 0.202566 0.979839 7.722787 0.17 0.12 -0.13 0.397
Cl -0.995921 3.858054 -7.085939 0.03 -0.04 0.03 -0.109
H -2.515013 -0.237908 4.708184 0.14 0.22 0.14 -0.164
H 1.680211 -0.423069 -3.226874 0.11 -0.11 0.24 0.362
C -3.478396 -1.104672 -2.069930 -0.17 0.21 0.78 0.393
H 3.194775 -1.435642 -1.636388 0.05 0.10 0.19 0.432
H 3.027482 -0.859392 2.468713 0.03 0.26 0.01 0.990
Cl -3.726601 -3.106768 7.422340 0.03 0.02 -0.08 -0.079
C -2.168200 -4.839151 -3.831793 -0.03 -0.08 -0.14 0.324
C 2.189433 -2.431446 4.367803 0.77 -0.40 1.63 -0.519
H -4.764688 -0.774192 1.470985 -0.13 -0.21 0.06 0.384
C 1.407152 -1.244220 3.819188 0.07 0.47 0.09 0.838
H 3.253613 0.318515 -3.393167 -0.02 -0.24 0.13 0.499
H 2.033225 2.696103 4.020115 -0.22 0.11 0.08 0.556
H 4.209053 0.842221 0.938951 0.21 0.39 -0.45 0.306
Cl 4.317600 2.986269 -5.696942 0.08 0.01 0.04 -0.053
H 0.580465 3.776197 1.286738 -0.14 -0.19 0.21 0.476
H -0.954014 0.260340 2.030777 0.09 0.35 -0.20 -0.213
H 0.077394 2.645746 -1.729788 0.20 -0.09 0.09 0.655
H -4.131697 1.874626 -2.902874 0.05 -0.09 -0.27 0.382
H -1.543680 1.967663 2.182101 0.10 -0.07 -0.03 0.240
C -1.245493 0.307019 6.334279 -0.32 -0.45 0.40 -0.454
H -3.273664 0.690146 -3.907381 0.01 0.12 0.04 0.425
N 3.316275 1.309847 0.839179 -0.08 -0.20 -0.84 -0.109
H -2.516829 0.581168 2.705275 0.05 0.27 -0.13 0.671
C 5.401618 2.661395 -7.061086 0.05 -0.01 -0.11 0.314
C 2.272415 -0.251696 2.988434 -0.44 -1.26 0.25 -1.289
C -0.668570 1.529009 -3.375985 -0.22 0.52 0.97 0.940
C 0.593194 1.675897 5.730010 0.95 0.43 0.56 -0.381
H 3.013834 3.341660 1.421007 0.48 0.01 0.30 0.367
H -4.379717 -2.836219 -1.151892 -0.01 0.13 -0.01 0.396
H -0.133862 2.271220 0.597971 -0.11 0.19 0.19 -0.133
H 0.637111 3.546655 3.406734 0.08 -0.11 -0.49 0.341
H -0.247494 2.010183 -4.259433 0.17 -0.39 0.12 -0.544
C 2.970198 -0.383763 -1.418568 -0.04 -0.75 -1.04 -1.186
H -2.107776 0.434306 -1.341043 -0.24 -0.11 0.32 -0.539
O 2.524117 -2.443292 5.542201 -0.68 0.15 -1.09 -0.574
H -3.618512 -1.810846 2.323697 0.08 -0.13 -0.18 -0.083
C -0.105398 0.989170 6.682762 -0.34 -0.34 1.16 -1.098
Cl -0.502907 -5.386307 -4.073692 -0.02 0.04 0.03 -0.102
H 0.753503 -3.615444 1.161785 0.15 0.18 0.18 0.397
N 2.507794 -3.567458 3.543019 -0.38 0.72 -0.25 -0.382
Cl -2.399498 -2.977891 4.859720 0.02 -0.12 0.01 -0.002
```
Positions in Å, forces in eV/Å.

largest force on an atom	4.2	eV/Å
Kohn-Sham gap	8.52	eV
highest occupied orbital energy	-0.4092	hartree
electronic energy	-9322.9344	hartree
LUMO level	-2.62	eV
net charge	+1